This record from OMol25 describes a single C5H14N2 molecule at a distorted geometry. The level of theory is ωB97M-V with the def2-TZVPD basis set.

Each atom is followed by the atoms it is bonded to, with distances in Å.
CARTESIAN COORDINATES (ANGSTROEM)
1 C -2.187 -1.280 -1.484  N2 1.454, H8 1.069, H9 1.086, H10 1.178
2 N -1.018 -1.137 -0.632  C1 1.454, C3 1.436, H11 1.067
3 C -1.334 -0.252 0.454  N2 1.436, C4 1.643, H12 1.148, H13 1.089
4 C -0.147 0.151 1.516  C3 1.643, C5 1.587, H14 1.141, H15 1.135
5 C 1.324 -0.190 1.028  C4 1.587, C6 1.485, H16 1.062, H17 1.120
6 C 2.028 0.998 0.480  C5 1.485, N7 1.491, H18 1.078, H19 1.092
7 N 1.671 1.535 -0.865  C6 1.491, H20 1.038, H21 1.038
8 H -1.938 -2.090 -2.136  C1 1.069
9 H -3.154 -1.395 -1.002  C1 1.086
10 H -2.356 -0.453 -2.305  C1 1.178
11 H -0.414 -0.531 -1.270  N2 1.067
12 H -2.238 -0.765 0.939  C3 1.148
13 H -1.509 0.715 -0.013  C3 1.089
14 H -0.517 -0.336 2.479  C4 1.141
15 H -0.182 1.264 1.738  C4 1.135
16 H 1.292 -1.047 0.401  C5 1.062
17 H 1.842 -0.723 1.866  C5 1.120
18 H 2.064 1.899 1.071  C6 1.078
19 H 3.091 0.781 0.600  C6 1.092
20 H 2.336 2.115 -1.411  N7 1.038
21 H 1.347 0.743 -1.451  N7 1.038

The SMILES is CNCCCCN. The value obtained for the energy above the lowest of the compared OMol25 structures with the same formula, charge and spin is 2.5977 eV. The calculation puts the HOMO-LUMO gap at 9.9 eV. The HOMO energy comes out at -8.845 eV. For the LUMO energy, the calculation gives 1.1 eV.

Löwdin atomic charge list, values in e, 6 entries:
1. C -0.1715
2. N -0.1654
3. C -0.2604
4. C -0.1404
5. C -0.2160
6. C -0.3204